170
Properties=species:S:1:pos:R:3:forces:R:3 method="wB97M-V/def2-TZVPD" lumo_ev=-2.33 total_energy_ha=-5468.994394 total_charge=+1 homo_ha=-0.3799
C 2.75887 0.12238 -4.40721 -0.2 -0.5 0.9
C 3.47060 -0.36736 -3.12628 0.4 0.5 0.0
C 3.07570 0.48661 -1.90785 0.0 -0.5 -0.5
C 1.64243 0.23859 -1.36932 0.2 1.4 -0.1
C 0.89555 1.59510 -1.36080 0.0 -0.2 -0.3
C 1.47490 -0.69345 -0.15633 -0.3 -0.7 -1.2
C 1.96216 -2.08217 -0.62950 -0.5 -0.2 0.5
C 1.14444 -2.77878 -1.72751 -0.2 -0.7 -0.5
O -0.15052 -2.26971 -1.94607 0.5 0.4 0.1
C -0.74185 -2.71586 -3.15391 -1.0 0.6 -0.3
C -1.73512 -1.65570 -3.61986 0.1 -0.2 -0.1
C 0.01280 -0.76545 0.35241 -0.5 0.1 -0.2
C -0.36163 -2.13468 0.94133 -0.2 0.3 0.7
C -1.85898 -2.30612 1.29463 0.2 -0.7 0.4
C -2.08733 -2.57536 2.79055 0.0 0.1 -0.1
C -0.39548 0.31906 1.40331 0.0 -0.6 0.2
P -2.00850 1.24486 0.95939 -0.1 1.8 -0.2
N -3.18245 0.83509 2.18114 0.6 -0.1 -0.8
O -2.61705 0.58035 -0.41517 0.1 -0.4 0.9
C 0.61807 1.45109 1.76607 -0.9 -1.0 0.3
C 0.28123 1.96295 3.20839 0.6 0.7 -0.4
C 0.15749 3.47640 3.19064 -2.3 0.4 -0.4
O -0.82786 4.04650 2.80284 2.0 -0.5 0.7
F 1.23101 4.14703 3.65659 0.0 -0.1 -0.1
C 2.08506 0.99125 1.67928 -0.2 1.5 0.2
C 2.96836 2.09910 1.07337 0.9 -0.1 1.0
C 3.83260 2.74750 2.17690 0.1 -0.4 -0.6
S 4.61003 4.27556 1.56454 -0.2 0.3 -0.1
C 5.25392 3.63009 0.05831 0.0 0.1 2.0
N 4.89231 3.82265 -1.13621 -0.4 0.2 -1.1
N 5.73379 3.02392 -1.90520 -1.2 0.9 -2.0
C 6.50820 2.42835 -1.12822 0.7 -0.5 1.5
O 6.27869 2.75895 0.17593 0.7 -0.7 -0.1
N 2.26407 -0.38209 1.10112 0.3 0.5 0.3
C 3.68181 -0.76792 1.18933 1.3 -1.0 0.5
O 3.69758 -2.00006 1.90541 -0.1 0.1 0.2
C 4.97161 -2.32940 2.38563 0.5 -0.2 1.1
C 5.85809 -3.00852 1.37012 -0.5 1.0 0.2
O 5.26891 -2.10231 3.53085 -0.5 -0.1 -1.4
H 2.11338 -0.62224 -4.86502 0.1 -0.1 -0.1
H 3.49697 0.49288 -5.09589 0.0 -0.1 -0.5
H 2.15339 0.97663 -4.13596 -0.3 0.1 -0.2
H 3.39045 -1.43713 -2.94884 -0.2 -0.1 0.0
H 4.53470 -0.16851 -3.25831 0.2 -0.2 -0.1
H 3.89001 0.43557 -1.18180 -0.2 0.0 0.2
H 3.09991 1.50135 -2.29645 0.1 0.3 0.2
H 1.14167 -0.27443 -2.18480 -0.1 -0.6 0.2
H 1.53332 2.42857 -1.09209 0.0 0.1 0.4
H 0.62360 1.81304 -2.39131 0.0 0.0 -0.2
H -0.04275 1.60065 -0.81514 0.0 0.1 0.1
H 2.97621 -2.03350 -1.01134 0.2 0.2 0.0
H 1.98269 -2.73286 0.24148 0.1 -0.1 0.0
H 1.68818 -2.76836 -2.67484 0.1 0.2 -0.1
H 1.07059 -3.84374 -1.47606 0.1 -0.1 0.1
H -0.01636 -2.86410 -3.95393 0.4 -0.2 0.2
H -1.31662 -3.62051 -2.95610 0.4 -0.4 -0.2
H -2.67963 -1.76383 -3.09543 -0.1 0.3 0.1
H -1.94102 -1.77172 -4.68101 -0.1 -0.2 -0.1
H -1.32224 -0.65884 -3.49554 0.0 0.2 0.2
H -0.58849 -0.61752 -0.54085 -0.1 0.0 0.0
H 0.17449 -2.23052 1.89643 0.2 -0.1 0.0
H -0.08103 -2.99781 0.35214 0.1 0.2 -0.3
H -2.20911 -3.20759 0.80028 0.0 0.0 -0.4
H -2.48249 -1.50311 0.91810 0.0 0.2 0.0
H -2.27788 -1.67322 3.36826 0.0 0.1 0.1
H -1.22513 -3.06676 3.23424 0.2 0.0 0.0
H -2.91259 -3.26318 2.94044 -0.3 0.1 0.1
H -0.60688 -0.18523 2.35102 0.0 -0.3 0.0
H -3.91855 0.23452 1.82124 -0.1 -0.2 0.4
H -2.75587 0.42427 3.00152 -0.3 -0.2 0.1
H -3.53617 0.28663 -0.29628 0.1 -0.1 -0.5
H 0.38646 2.28433 1.11225 0.4 0.0 -0.4
H 1.02627 1.64908 3.93664 -0.1 -0.1 0.1
H -0.69646 1.60662 3.50709 -0.1 -0.1 0.1
H 2.41575 0.87957 2.70989 0.2 -0.4 0.1
H 2.37784 2.91437 0.68413 -0.2 -0.1 -0.5
H 3.67561 1.72709 0.33819 -0.4 0.0 -0.4
H 3.20392 2.99226 3.02565 0.1 0.4 0.2
H 4.62895 2.08145 2.50478 0.0 -0.1 0.2
H 7.27058 1.72203 -1.38286 0.3 -0.1 0.1
H 1.83883 -0.99357 1.81007 -0.1 -0.1 -0.2
H 4.26914 -0.07519 1.78808 -0.4 0.6 0.0
H 4.19816 -0.90449 0.24523 -0.5 0.2 -0.4
H 5.80528 -4.08053 1.51721 0.0 -0.2 -0.1
H 6.86132 -2.62415 1.51493 0.2 -0.2 0.1
H 5.50445 -2.73255 0.38321 0.1 -0.4 -0.3
C -5.81195 1.61561 -3.04839 0.0 0.0 -0.1
N -6.08364 0.53010 -2.06899 0.0 0.1 -0.2
O -7.14312 -0.03853 -2.12560 -0.1 -0.1 0.1
O -5.20285 0.27582 -1.26124 -0.1 -0.1 0.2
H -6.67261 1.72412 -3.69192 -0.1 0.0 0.1
H -5.63223 2.52714 -2.48562 0.1 0.0 0.0
H -4.93222 1.32712 -3.61670 0.1 0.0 0.1
C 8.14812 -4.77139 -1.21226 0.1 -0.1 0.0
N 6.84935 -5.16048 -1.82642 -0.1 -0.1 -0.1
O 6.78825 -6.22087 -2.40028 0.1 -0.1 0.0
O 5.91811 -4.38373 -1.71657 0.0 0.2 0.2
H 8.86597 -5.56114 -1.39775 -0.1 0.0 0.0
H 8.46183 -3.84113 -1.67637 -0.1 0.0 0.1
H 7.97959 -4.63946 -0.14791 0.0 0.1 0.0
C 4.92599 4.36519 -5.64074 -0.1 -0.3 0.0
N 4.10791 3.12030 -5.58341 0.2 0.3 0.0
O 3.36052 2.98049 -4.63498 0.0 0.2 -0.1
O 4.24090 2.32522 -6.49032 0.0 -0.1 0.0
H 4.70117 4.96315 -4.77852 -0.1 -0.1 0.1
H 5.96969 4.06469 -5.64839 0.0 0.0 -0.1
H 4.66042 4.88364 -6.55732 0.1 0.0 0.0
C -5.98734 1.88132 4.62676 0.1 0.1 -0.1
N -6.38087 0.45436 4.77000 0.1 0.1 -0.1
O -5.89535 -0.34274 3.99032 0.0 -0.1 0.0
O -7.15967 0.18480 5.65447 -0.1 -0.1 0.0
H -5.29437 1.96100 3.79808 0.0 -0.1 0.0
H -6.88829 2.45676 4.43586 0.0 0.0 0.1
H -5.51795 2.18929 5.55635 -0.1 0.0 0.1
C 4.51328 -3.42584 6.28564 0.0 0.0 -0.1
N 3.32365 -4.05026 6.92458 0.0 0.1 -0.1
O 2.40168 -4.36660 6.20364 -0.1 0.0 0.0
O 3.35483 -4.19534 8.12714 0.0 0.0 0.1
H 4.33351 -3.36118 5.22354 -0.1 0.0 0.0
H 4.63761 -2.43860 6.71989 0.1 0.0 0.1
H 5.37151 -4.05579 6.49991 0.0 0.0 0.1
C -5.87920 2.97852 0.88964 0.1 -0.2 0.0
N -6.93090 3.99369 1.13815 0.0 -0.1 0.1
O -7.14063 4.30520 2.29121 -0.1 0.2 0.1
O -7.51356 4.42938 0.17166 0.0 0.1 0.0
H -5.45186 2.67493 1.83603 0.0 0.1 0.0
H -6.35917 2.13923 0.39487 0.0 0.0 0.0
H -5.12389 3.43268 0.25342 0.0 0.0 -0.1
C 3.62539 -7.21608 -2.76828 0.2 -0.1 0.0
N 2.29593 -7.54549 -3.35090 0.1 -0.1 0.0
O 2.17661 -8.60222 -3.92629 -0.1 0.0 0.0
O 1.41852 -6.71824 -3.20369 -0.1 0.1 0.0
H 4.30579 -8.03398 -2.97129 0.0 0.0 0.0
H 3.97114 -6.29944 -3.23493 0.0 0.1 0.1
H 3.48671 -7.08044 -1.70001 0.0 0.1 0.0
C 5.69419 9.20395 -4.46813 0.2 0.0 0.1
N 5.10945 7.91059 -4.91583 0.1 0.1 0.1
O 5.61435 6.88357 -4.50303 0.2 0.3 0.1
O 4.16374 7.96527 -5.66685 -0.1 0.0 -0.1
H 6.52568 8.99464 -3.80617 0.0 -0.1 0.0
H 6.02373 9.73584 -5.35533 -0.1 0.0 0.0
H 4.91185 9.75315 -3.95342 0.0 0.0 -0.1
C -10.39287 2.62097 3.35816 -0.2 0.0 0.1
N -10.02423 1.79289 2.17744 -0.1 0.0 0.1
O -10.84648 1.01849 1.74967 0.0 -0.1 -0.1
O -8.91041 1.95836 1.72059 0.2 -0.1 -0.1
H -11.40460 2.36881 3.65167 0.0 -0.1 0.0
H -9.68755 2.39076 4.15115 0.1 0.1 0.0
H -10.31745 3.66278 3.06024 0.1 0.0 0.0
C -9.24364 3.55310 -5.75656 -0.1 0.0 -0.1
N -7.77722 3.66645 -5.98805 -0.1 0.0 -0.1
O -7.39302 3.80963 -7.12325 0.1 0.0 -0.1
O -7.06030 3.60760 -5.00573 0.0 0.0 0.0
H -9.74804 3.62284 -6.71260 0.1 0.0 0.0
H -9.42660 2.59135 -5.28664 0.0 0.0 0.1
H -9.53327 4.36785 -5.09998 0.0 -0.1 0.1
C 0.75164 -3.54133 10.42141 0.1 -0.1 0.1
N -0.00471 -2.27494 10.62117 0.0 -0.1 0.0
O -0.21201 -1.91180 11.75683 0.0 0.1 0.0
O -0.36165 -1.68905 9.61910 0.0 0.1 -0.1
H 1.00489 -3.95096 11.39185 0.0 0.1 0.0
H 0.11163 -4.22011 9.86651 0.0 0.1 -0.1
H 1.64549 -3.30138 9.85443 -0.1 0.0 -0.1
C -6.28827 -3.40506 -2.48969 -0.1 -0.1 0.1
N -5.56971 -3.70143 -3.75816 -0.1 0.0 0.1
O -5.61419 -4.83162 -4.18551 0.0 0.0 -0.1
O -4.98025 -2.77378 -4.27773 0.1 0.1 0.0
H -6.76271 -4.31221 -2.13504 0.0 -0.1 -0.1
H -5.55061 -3.04731 -1.77748 0.0 0.1 0.0
H -7.02551 -2.63696 -2.70243 0.1 0.1 0.0